1.
A cluster of 11 separate species, C23H68NO23S in total in a non-equilibrium geometry, computed with ωB97M-V/def2-TZVPD.

Summary:
E_tot = -84356.3014 eV
Molar mass = 758.85 g mol⁻¹
HOMO-LUMO gap = 6.95 eV
Energy relative to the best compared isomer or geometry (same formula, charge and spin) = 0.0 kcal per mole

Structure (ORCA input):
```
! wB97M-V def2-TZVPD RIJCOSX def2/J DEFGRID3
* xyz -1 1
C -0.411 -5.515 -1.169
N -0.527 -5.590 0.297
C -1.218 -6.880 0.696
C 0.715 -5.703 1.079
C -1.398 -4.482 0.845
C -0.795 -3.093 0.782
O -1.708 -2.093 1.319
H -0.534 -4.545 -1.755
H -1.349 -5.991 -1.650
H 0.430 -5.952 -1.633
H -0.632 -7.713 0.063
H -2.181 -7.118 0.474
H -1.285 -7.124 1.820
H 1.489 -4.985 0.605
H 1.332 -6.696 0.849
H 0.765 -5.443 2.232
H -1.679 -4.794 1.904
H -2.265 -4.407 0.213
H -0.432 -2.870 -0.122
H 0.134 -2.996 1.431
H -1.432 -1.317 0.800
S -0.019 0.646 -0.333
O -1.174 -0.237 -0.344
O -0.124 1.605 -1.504
O 0.132 1.393 0.918
O 1.174 -0.115 -0.474
C -1.691 2.792 -4.026
C -2.385 3.404 -2.870
O -1.475 3.772 -2.015
O -1.274 1.524 -3.726
H -1.105 3.527 -4.582
H -2.291 2.586 -4.876
H -3.164 2.678 -2.339
H -3.229 4.175 -3.107
H -0.793 3.204 -1.935
H -0.904 1.480 -2.770
C 2.952 2.911 2.372
C 3.352 3.965 3.353
O 4.224 3.429 4.287
O 2.101 3.327 1.436
H 2.535 2.005 3.047
H 3.907 2.557 2.063
H 2.582 4.449 4.117
H 3.957 4.917 2.922
H 5.022 3.301 3.772
H 1.663 2.430 1.235
C 0.116 -0.541 5.451
C 0.178 -0.405 3.977
O 0.570 0.906 3.541
O -0.206 -1.878 5.820
H -0.669 0.095 5.922
H 1.060 -0.366 6.013
H -0.839 -0.581 3.332
H 0.830 -1.215 3.402
H 0.482 1.028 2.581
H -0.634 -1.770 6.681
C -2.424 -2.651 -4.086
C -1.625 -1.978 -3.075
O -2.169 -1.965 -1.724
O -1.871 -2.498 -5.366
H -3.378 -2.322 -4.069
H -2.424 -3.833 -3.785
H -1.665 -0.841 -3.296
H -0.650 -2.491 -3.316
H -1.694 -1.193 -1.295
H -1.667 -1.578 -5.527
C 3.970 -0.547 1.465
C 4.056 -1.978 0.866
O 4.404 -2.915 1.716
O 3.569 0.386 0.543
H 4.852 -0.340 1.858
H 2.993 -0.484 2.093
H 4.763 -2.033 0.071
H 3.085 -2.389 0.501
H 4.470 -3.793 1.200
H 2.705 -0.032 0.250
C 2.531 3.471 -1.964
C 2.004 4.791 -1.513
O 2.740 5.137 -0.405
O 1.713 2.902 -2.953
H 2.158 2.951 -1.046
H 3.463 3.412 -2.317
H 0.977 4.649 -1.256
H 1.835 5.455 -2.322
H 2.556 4.551 0.380
H 1.342 2.276 -2.485
C -1.456 4.232 1.583
C -2.753 3.584 1.026
O -3.514 4.247 0.144
O -0.894 3.250 2.510
H -1.626 5.175 2.069
H -0.837 4.238 0.683
H -3.303 3.419 1.949
H -2.117 2.775 0.627
H -3.178 4.133 -0.668
H -0.559 2.508 2.191
C 3.316 -0.123 -3.157
C 1.988 -0.894 -3.320
O 1.823 -1.783 -2.235
O 3.364 0.991 -4.044
H 4.239 -0.751 -3.280
H 3.502 0.206 -2.237
H 1.580 -1.318 -4.240
H 1.432 -0.047 -2.983
H 1.809 -1.358 -1.310
H 2.673 1.648 -3.494
C -4.220 0.299 0.772
C -5.657 0.904 0.820
O -6.295 0.561 2.107
O -3.702 0.613 -0.479
H -4.081 -0.539 1.057
H -3.629 0.954 1.521
H -6.383 0.269 0.177
H -5.576 1.963 0.489
H -5.657 0.765 2.683
H -2.788 0.268 -0.528
*
```

***

2.
A cluster of 2 separate species, C3H3NO2 in total in a non-equilibrium geometry, computed with ωB97M-V/def2-TZVPD.

Summary:
E_tot = -8739.4176 eV
Molar mass = 85.06 g mol⁻¹
SMILES = OC1=CO1.C#N
HOMO-LUMO gap = 8.89 eV
Energy relative to the best compared isomer or geometry (same formula, charge and spin) = 131.8 kcal per mole

Structure (ORCA input):
```
! wB97M-V def2-TZVPD RIJCOSX def2/J DEFGRID3
* xyz 0 1
O 1.685 -0.215 0.292
C 0.901 0.651 -0.279
C 0.403 1.804 -0.514
O -0.640 1.196 0.157
H 1.332 -1.115 0.135
H 0.514 2.813 -0.890
C -1.430 -1.693 0.378
N -0.370 -2.137 0.292
H -2.417 -1.281 0.457
*
```

***

3.
A cluster of 2 separate species, C4H5F3O in total in a non-equilibrium geometry, computed with ωB97M-V/def2-TZVPD.

Summary:
E_tot = -14425.2985 eV
Molar mass = 126.08 g mol⁻¹
SMILES = CC(F)=C(F)F.C=O
HOMO-LUMO gap = 9.89 eV
Energy relative to the best compared isomer or geometry (same formula, charge and spin) = 63.3 kcal per mole

Structure (ORCA input):
```
! wB97M-V def2-TZVPD RIJCOSX def2/J DEFGRID3
* xyz 0 1
C 0.393 0.033 1.557
C -0.416 -0.746 0.449
F -1.727 -0.924 0.669
C 0.086 -1.237 -0.722
F -0.707 -1.750 -1.699
F 1.446 -1.255 -0.924
H -0.239 -0.489 2.418
H 1.210 -0.530 1.661
H 0.180 1.069 1.454
C -0.105 1.476 -1.258
O -0.128 2.043 -0.111
H -0.934 1.124 -1.931
H 0.940 1.186 -1.562
*
```

***

4.
A cluster of 2 separate species, C5H13NO in total in a non-equilibrium geometry, computed with ωB97M-V/def2-TZVPD.

Summary:
E_tot = -8931.9004 eV
Molar mass = 103.16 g mol⁻¹
SMILES = C/C=C/NCC.O
HOMO-LUMO gap = 8.45 eV
Energy relative to the best compared isomer or geometry (same formula, charge and spin) = 48.7 kcal per mole

Structure (ORCA input):
```
! wB97M-V def2-TZVPD RIJCOSX def2/J DEFGRID3
* xyz 0 1
C 0.528 1.177 2.549
C 0.815 0.339 1.270
C 0.104 0.380 0.119
N -0.125 -0.609 -0.779
C -1.466 -0.603 -1.397
C -2.698 -0.744 -0.542
H 0.995 0.667 3.395
H 1.020 2.144 2.397
H -0.540 1.198 2.807
H 1.499 -0.500 1.401
H -0.542 1.219 -0.146
H 0.302 -1.523 -0.716
H -1.450 -1.411 -2.135
H -1.464 0.409 -1.864
H -2.601 -1.597 0.151
H -3.587 -0.919 -1.165
H -2.792 0.166 0.086
O 4.422 -0.023 -1.909
H 3.741 -0.525 -1.424
H 3.838 0.753 -2.098
*
```

***

5.
A structure of composition C2H2FOTl in a non-equilibrium geometry, computed with ωB97M-V/def2-TZVPD.

Summary:
E_tot = -11563.9068 eV
Molar mass = 265.42 g mol⁻¹
HOMO-LUMO gap = 7.51 eV
Energy relative to the best compared isomer or geometry (same formula, charge and spin) = 0.0 kcal per mole

Structure (ORCA input):
```
! wB97M-V def2-TZVPD RIJCOSX def2/J DEFGRID3
* xyz 0 1
F 0.803 0.906 -0.072
O 1.127 -1.316 -0.121
C 0.411 -0.455 0.337
C -0.849 -0.414 0.916
Tl -1.788 1.391 -0.624
H -1.018 0.288 1.735
H -1.466 -1.306 0.790
*
```

***

6.
The ion CH2N5S with charge -1 in a non-equilibrium geometry, computed with ωB97M-V/def2-TZVPD.

Summary:
E_tot = -19354.6900 eV
Molar mass = 116.13 g mol⁻¹
SMILES = Nn1nnnc1[S-]
HOMO-LUMO gap = 7.17 eV
Energy relative to the best compared isomer or geometry (same formula, charge and spin) = 10.7 kcal per mole

Structure (ORCA input):
```
! wB97M-V def2-TZVPD RIJCOSX def2/J DEFGRID3
* xyz -1 1
N 1.514 0.024 -0.109
N 0.162 0.269 0.140
N -0.341 1.522 0.125
N -1.663 1.263 0.242
N -1.960 -0.017 0.281
C -0.823 -0.697 0.284
S -0.400 -2.301 0.250
H 1.896 0.831 -0.718
H 1.615 -0.894 -0.495
*
```

***

7.
An isolated molecule of C2HCl2O2P in a non-equilibrium geometry, computed with ωB97M-V/def2-TZVPD.

Summary:
E_tot = -40514.2222 eV
Molar mass = 158.91 g mol⁻¹
SMILES = ClC1=POO[C@H]1Cl
HOMO-LUMO gap = 9.11 eV
Energy relative to the best compared isomer or geometry (same formula, charge and spin) = 100.4 kcal per mole

Structure (ORCA input):
```
! wB97M-V def2-TZVPD RIJCOSX def2/J DEFGRID3
* xyz 0 1
Cl -1.436 -2.225 0.036
C -0.627 -0.429 -0.513
P -0.601 0.610 -1.798
O 0.600 1.464 -1.171
O 1.221 0.898 -0.002
C 0.382 -0.052 0.554
Cl -0.492 0.549 2.078
H 0.953 -0.815 0.815
*
```